[1]
DFT (the ωB97M-V functional and the def2-TZVPD basis) results for a structure of composition C29H47BrN2OP2Ti.

Values from the calculation:
E_HOMO (spin up / spin down) ... -18.64 / -18.68 eV
M ... 629.4 g mol⁻¹
LUMO level (spin up / spin down) ... -15.5989 / -15.8133 eV
Maximum force ... 3.5 eV/Å
Frontier orbital gap (spin up / spin down) ... 3.0 / 2.9 eV
Charge ... +4

Structure (XYZ):
```
83
Properties=species:S:1:pos:R:3:forces:R:3
C -1.4261 -4.7791 -3.0261 -2.446 0.374 -0.833
C -1.3465 -3.4095 -3.2726 0.729 0.400 0.729
C -2.3181 -2.6585 -3.9200 -1.234 -0.849 -0.137
C -3.4932 -3.3661 -4.2302 0.903 1.318 -0.197
N -3.6469 -4.6488 -3.9558 -0.022 -0.465 -0.250
C -2.6391 -5.3550 -3.4483 0.934 -0.025 0.364
C -0.2285 -2.7199 -2.8001 1.992 0.172 -0.292
C 0.8575 -2.2335 -2.4985 -0.080 1.084 -0.673
C 1.8541 -1.2078 -2.3141 -1.710 -1.991 0.599
C 2.4802 -1.1657 -1.0644 0.742 1.099 -0.359
C 3.1881 0.0664 -0.7814 -1.697 -1.957 -2.040
C 2.6390 1.0946 -1.5894 1.683 0.884 -1.991
C 2.4238 1.0861 -2.9683 -0.756 -3.241 0.457
C 2.0293 -0.2249 -3.3392 1.170 1.348 0.251
Ti 2.3050 1.6207 0.1745 -0.828 1.194 2.785
P -0.7043 -0.6232 0.6797 -2.924 -1.887 0.150
H -2.1910 -1.5915 -4.0841 -0.097 -0.265 -0.167
H -0.6749 -5.3017 -2.5023 0.731 -0.614 0.280
H -4.2800 -2.8249 -4.7428 -0.319 -0.304 0.127
H -2.7672 -6.4245 -3.3556 -0.282 -0.059 0.065
H 1.9093 -0.5357 -4.3646 -0.593 0.207 -0.218
H 2.4366 -1.9917 -0.3522 0.389 0.002 -0.536
H 2.4899 1.9266 -3.6286 -0.243 0.416 -0.207
H 4.1857 0.0519 -0.3880 0.219 0.275 0.646
C -1.4376 -0.3687 2.3603 0.957 0.941 0.377
C -2.9076 -0.7526 2.5625 -0.670 -0.311 -0.018
H -1.2854 0.7033 2.5899 -0.073 -0.473 0.272
H -0.8045 -0.9699 3.0414 -0.192 0.437 -0.309
H -3.1723 -0.4605 3.5961 0.148 -0.018 -0.435
H -3.6075 -0.2310 1.8795 0.431 -0.292 0.403
H -3.0697 -1.8486 2.5042 0.071 0.827 -0.089
C -2.1087 -0.5880 -0.5421 0.653 1.019 0.050
C -3.1630 -1.6967 -0.5842 -0.499 -0.590 -0.032
H -1.5776 -0.5834 -1.5066 -0.263 0.268 -0.040
H -2.5946 0.3861 -0.3653 0.157 -0.269 -0.385
H -3.8890 -1.3816 -1.3462 0.156 -0.033 0.113
H -2.7737 -2.6681 -0.9360 -0.072 0.469 0.235
H -3.7399 -1.8412 0.3454 0.492 0.125 -0.463
C -0.3377 -2.4272 0.6681 1.788 0.183 -0.663
C -1.2744 -3.3825 1.4091 -0.665 -0.231 0.266
H 0.6895 -2.5362 1.0665 -0.379 -0.159 -0.141
H -0.3006 -2.6723 -0.4082 0.114 -0.056 0.575
H -0.8654 -4.3921 1.2813 0.089 0.197 0.000
H -1.3286 -3.1960 2.4859 0.063 -0.010 -0.207
H -2.2931 -3.4127 0.9970 0.505 0.110 0.248
Br 3.6630 3.4059 -0.3262 0.767 -0.043 0.095
P -0.5008 2.6400 -0.2164 0.087 1.532 -0.467
C -2.2198 2.8965 0.4473 0.031 -1.026 -0.282
C -2.5272 4.2628 1.0162 0.277 0.734 0.123
H -2.3135 2.1297 1.2177 -0.175 -0.006 0.144
H -2.9363 2.6309 -0.3400 0.271 -0.029 -0.035
H -3.5458 4.2708 1.4019 -0.069 -0.181 -0.004
H -1.8744 4.5228 1.8491 -0.066 0.027 0.006
H -2.4744 5.0583 0.2732 0.039 -0.081 -0.040
C 0.5461 3.7657 0.8038 0.980 -0.666 1.100
C 0.8000 5.1996 0.3100 -0.053 0.006 0.147
H 1.6042 3.3344 0.9548 -1.171 0.751 0.205
H 0.1545 3.7506 1.8438 0.045 -0.016 -0.587
H 1.4895 5.6921 1.0096 -0.165 -0.165 -0.116
H 1.2574 5.2255 -0.6765 -0.082 -0.010 -0.057
H -0.1254 5.7726 0.3031 0.014 -0.006 -0.054
C -0.3730 3.2055 -1.9937 -0.163 -1.141 0.030
C -1.2949 4.3403 -2.4114 -0.546 0.591 0.105
H -0.6665 2.2956 -2.5414 0.111 0.183 -0.062
H 0.6726 3.3897 -2.2603 0.002 0.014 0.329
H -1.1920 4.4951 -3.4943 0.044 -0.123 0.234
H -2.3491 4.0863 -2.2307 0.288 0.131 -0.046
H -1.0750 5.3049 -1.9319 -0.011 -0.395 -0.075
C 4.4843 -1.2905 4.1068 0.069 -0.423 0.434
N 3.9367 -0.7152 2.8664 -2.353 0.470 -0.743
C 4.7891 -0.8682 1.7123 0.740 -0.141 -0.592
C 2.6484 -0.3108 2.7377 2.248 -0.123 1.289
C 1.8660 -0.5035 4.0260 -0.268 0.430 -0.411
O 2.2024 0.2798 1.6564 0.322 -0.271 1.432
H 5.5512 -1.4541 3.8963 -0.536 -0.028 0.530
H 3.9873 -2.2584 4.3268 0.404 0.537 -0.007
H 4.3773 -0.6056 4.9643 0.083 -0.309 -0.423
H 4.3482 -1.6038 1.0095 0.332 0.474 0.258
H 4.9956 0.1026 1.2358 0.009 -0.323 0.210
H 5.7503 -1.2701 2.0628 -0.373 0.207 -0.443
H 0.8768 -0.0318 3.9627 0.410 -0.137 0.118
H 1.7618 -1.5867 4.2620 0.101 0.702 -0.119
H 2.4645 -0.0237 4.8403 -0.718 -0.393 -0.537
```
Positions in Å, forces in eV/Å.

***

[2]
DFT (the ωB97M-V functional and the def2-TZVPD basis) results for a cluster of 2 separate species, C5H10O in total.

Values from the calculation:
E_HOMO ... -9.49 eV
M ... 86.1 g mol⁻¹
LUMO level ... 0.7802 eV
Maximum force ... 1.7 eV/Å
Frontier orbital gap ... 10.3 eV
Energy above the lowest of the compared OMol25 structures with the same formula, charge and spin ... 54.22 kcal/mol

Structure (XYZ):
```
16
Properties=species:S:1:pos:R:3:forces:R:3
C -1.1810 1.8422 -0.0935 -0.271 0.193 -0.311
C -0.3778 0.8153 0.1413 0.261 0.971 -0.504
C 0.0783 -0.1636 -0.9111 0.083 0.112 -0.058
C -0.8618 -1.3672 -1.0905 -0.051 -0.003 0.051
H -1.4147 2.1509 -1.1003 -0.802 -0.193 -0.190
H -1.5242 2.4475 0.7407 0.265 0.281 -0.284
H 0.1245 1.0672 1.0538 0.164 -1.451 0.950
H 0.1134 0.3929 -1.8557 0.030 -0.147 0.020
H 1.0963 -0.5154 -0.7150 -0.151 0.126 -0.041
H -1.8897 -1.0349 -1.2716 0.164 -0.020 0.044
H -0.8748 -2.0127 -0.2044 0.010 0.125 -0.089
H -0.5531 -1.9813 -1.9458 -0.002 0.142 0.185
C 1.8174 -0.4154 1.8184 0.270 0.171 -0.124
O 2.5781 0.2916 1.2088 -0.195 -0.411 0.386
H 1.4330 -1.3679 1.4014 0.095 0.093 0.032
H 1.4360 -0.1489 2.8235 0.130 0.010 -0.068
```
Positions in Å, forces in eV/Å.

***

[3]
DFT (the ωB97M-V functional and the def2-TZVPD basis) results for an isolated molecule of C16H14N2O4.

Values from the calculation:
E_HOMO ... -8.23 eV
M ... 298.3 g mol⁻¹
LUMO level ... -0.6349 eV
Maximum force ... 1.4 eV/Å
Frontier orbital gap ... 7.6 eV
Energy above the lowest of the compared OMol25 structures with the same formula, charge and spin ... 95.10 kcal/mol

Structure (XYZ):
```
36
Properties=species:S:1:pos:R:3:forces:R:3
C -4.6194 -1.0461 -0.9205 0.015 -0.025 0.032
C -3.4761 -0.3291 -0.2687 0.066 -0.008 -0.003
C -3.2761 -0.4223 1.1054 0.032 0.022 0.020
C -2.2280 0.2467 1.7047 -0.085 -0.119 -0.066
C -1.3226 1.0030 0.9714 0.048 0.145 -0.209
C -0.2154 1.7250 1.6805 -0.011 -0.004 -0.020
C -1.5092 1.0840 -0.4153 -0.480 -0.574 0.623
N -0.7346 1.8713 -1.2461 0.091 0.775 -0.574
C 0.5131 1.8005 -1.3884 -0.030 0.087 -0.209
C 1.4068 0.7552 -0.8442 0.451 0.057 0.350
C 0.9996 -0.5803 -0.9534 0.215 -0.308 0.049
C 1.8533 -1.5559 -0.5017 0.544 0.456 0.223
C 3.1083 -1.2466 0.0492 -0.716 0.180 -0.307
C 3.5313 0.0481 0.1697 0.056 -0.131 0.025
C 2.6538 1.0461 -0.2796 -0.580 -1.238 -0.234
N 3.0669 2.4062 -0.0926 0.246 0.470 0.072
O 4.2376 2.6107 0.1500 0.285 0.133 0.059
O 2.2215 3.2754 -0.1761 -0.109 0.284 0.024
O 3.7377 -2.3986 0.4067 0.219 0.429 0.068
C 2.8542 -3.4487 0.0728 0.222 -1.244 0.187
O 1.6816 -2.8994 -0.4980 -0.323 0.262 -0.177
C -2.5990 0.4403 -1.0085 0.111 -0.089 0.121
H -5.5547 -0.8053 -0.4180 -0.098 -0.019 -0.024
H -4.7049 -0.7714 -1.9686 -0.054 -0.018 -0.074
H -4.4752 -2.1246 -0.8551 -0.056 -0.068 -0.044
H -3.9545 -1.0107 1.7058 -0.091 -0.053 0.079
H -2.0975 0.1805 2.7759 0.008 0.012 0.119
H 0.1605 2.5599 1.0933 0.058 0.026 0.061
H 0.6143 1.0445 1.8847 0.100 0.044 0.020
H -0.5722 2.1075 2.6349 0.019 0.024 0.067
H 0.9689 2.5475 -2.0306 0.065 -0.028 -0.058
H 0.0465 -0.8318 -1.3869 -0.124 -0.008 -0.048
H 4.4836 0.3145 0.5973 0.055 0.002 0.028
H 3.3359 -4.1220 -0.6524 -0.111 0.236 0.116
H 2.5910 -4.0147 0.9795 0.026 0.218 -0.185
H -2.7266 0.5407 -2.0767 -0.062 0.072 -0.111
```
Positions in Å, forces in eV/Å.

***

[4]
DFT (the ωB97M-V functional and the def2-TZVPD basis) results for a structure of composition H19O10Y.

Values from the calculation:
E_HOMO ... -16.56 eV
M ... 268.0 g mol⁻¹
LUMO level ... -8.4966 eV
Maximum force ... 4.6 eV/Å
Frontier orbital gap ... 8.1 eV
Energy above the lowest of the compared OMol25 structures with the same formula, charge and spin ... 22.68 kcal/mol
Charge ... +2

Structure (XYZ):
```
30
Properties=species:S:1:pos:R:3:forces:R:3
Y 20.2747 -16.5284 21.1296 -2.587 2.026 3.158
O 18.9950 -15.4450 22.5776 0.917 -1.327 -1.742
H 18.0678 -15.7012 22.6292 -0.097 -0.265 0.087
O 15.0592 -16.7747 23.8421 0.305 0.096 0.034
H 15.7671 -16.4883 23.2556 -0.147 -0.001 0.063
H 15.3001 -16.4482 24.7179 -0.216 -0.093 -0.053
O 18.4316 -18.1464 21.3684 0.263 0.230 -0.800
H 17.5337 -17.7542 21.2408 -0.021 -0.230 0.293
H 18.3502 -19.0538 21.0266 0.065 0.135 0.259
O 20.3660 -13.9206 20.7645 0.690 -0.442 -0.376
H 19.6800 -13.2607 20.9920 0.066 -0.241 0.271
H 21.1539 -13.3982 20.5425 -0.207 -0.018 0.092
O 18.6944 -15.8721 19.5519 -0.476 -0.107 -0.690
H 18.0464 -15.1788 19.7721 0.469 0.095 0.066
H 18.5894 -16.0306 18.5951 0.101 0.026 0.244
O 21.2954 -14.2444 24.3315 -0.133 -0.302 -0.026
H 20.5410 -14.5300 24.8700 0.107 0.215 0.037
H 21.8645 -13.7711 24.9513 -0.023 -0.046 -0.110
O 18.7228 -15.1969 25.7617 -0.116 -0.274 -0.335
H 18.0065 -15.2842 26.4045 0.243 0.083 0.082
H 18.2833 -15.0937 24.9098 0.026 0.174 0.104
O 20.5504 -17.6668 23.2193 0.082 0.278 0.076
H 20.8976 -18.4231 23.7214 0.101 0.134 -0.305
H 20.0361 -17.1360 23.8636 0.183 -0.026 -0.243
O 15.9332 -16.8241 21.1131 0.494 0.092 -0.350
H 14.9717 -16.9226 21.0046 0.182 -0.138 0.245
H 16.2441 -16.4584 20.2771 -0.470 0.042 -0.063
O 18.0699 -12.7273 22.3701 0.197 -0.491 -0.462
H 17.1291 -12.7313 22.5882 0.147 0.148 -0.065
H 18.3753 -13.6502 22.4340 -0.144 0.228 0.508
```
Positions in Å, forces in eV/Å.

***

[5]
DFT (the ωB97M-V functional and the def2-TZVPD basis) results for a cluster of 2 separate species, C2H10N in total.

Values from the calculation:
E_HOMO ... -15.98 eV
M ... 48.1 g mol⁻¹
LUMO level ... -4.3571 eV
Maximum force ... 0.8 eV/Å
Frontier orbital gap ... 11.6 eV
Energy above the lowest of the compared OMol25 structures with the same formula, charge and spin ... 2.81 kcal/mol
Charge ... +1

Structure (XYZ):
```
13
Properties=species:S:1:pos:R:3:forces:R:3
N -2.0166 -0.4401 0.0114 -0.241 -0.371 0.376
H -2.0620 -0.9781 -0.8627 -0.292 0.272 0.119
H -1.0458 -0.5146 0.3490 0.018 0.344 0.045
H -2.3181 0.5292 -0.1013 0.368 0.098 -0.373
H -2.6530 -0.8304 0.7180 0.201 -0.286 -0.222
C 1.0697 0.9498 -0.2927 -0.310 0.664 -0.214
C 1.4502 -0.4107 0.2571 -0.097 -0.194 -0.038
H 0.4317 1.5373 0.3737 0.163 -0.057 0.312
H 0.5215 0.9387 -1.2426 0.196 -0.329 -0.042
H 1.9545 1.5637 -0.4651 -0.051 -0.087 -0.041
H 1.8392 -1.0684 -0.5173 0.014 -0.013 -0.026
H 2.2084 -0.3348 1.0301 0.050 0.077 0.083
H 0.6203 -0.9417 0.7424 -0.019 -0.118 0.022
```
Positions in Å, forces in eV/Å.

***

Q: Among the records above, which one has the lowest maximum force?
A: C2H10N